Formula: C66H141N12O28P7
Source: OMol25
Level of theory: wB97M-V/def2-TZVPD

**E_LUMO**: -0.2 eV
**Energy**: -210973.7098 eV
**HOMO energy**: -10.1139 eV

```
254
C66H141N12O28P7 wB97M-V/def2-TZVPD
C -25.0785 -0.6531 10.4899
C -26.2899 -0.1230 9.6950
O -26.9294 0.9172 10.4629
P -28.2854 1.5739 9.8793
O -28.7790 2.7164 10.7070
O -29.3741 0.2612 9.7166
C -30.7875 0.4084 10.1728
C -31.6427 -0.3049 9.1362
O -27.8918 2.0407 8.3958
C -27.1712 3.2860 8.0959
C -25.7043 3.0261 7.7315
H -24.7836 -1.5896 10.0165
H -24.2237 0.0204 10.5519
H -25.3914 -0.8785 11.5094
H -25.9303 0.2338 8.7299
H -26.9765 -0.9082 9.3787
H -30.9168 -0.1371 11.1076
H -31.0233 1.4688 10.2624
H -31.7309 0.2659 8.2118
H -31.3221 -1.3333 8.9693
H -32.6272 -0.5625 9.5267
H -27.6873 3.5463 7.1718
H -27.2659 4.1411 8.7652
H -25.3072 3.7718 7.0426
H -25.1110 2.7780 8.6115
H -25.6717 2.1908 7.0320
C -25.2177 -6.3019 22.5795
C -26.7259 -6.6849 22.5238
O -26.9337 -7.5157 21.4306
P -28.1682 -8.5898 21.2177
O -28.0693 -9.3389 19.9632
O -27.9479 -9.4153 22.6425
C -26.9393 -10.3622 22.7819
C -27.5470 -11.7955 22.5570
O -29.5242 -7.6565 21.5288
C -30.2962 -7.2167 20.4227
C -29.4764 -6.3741 19.4380
H -24.5531 -7.1004 22.9092
H -24.9379 -5.9923 21.5725
H -25.0538 -5.4088 23.1825
H -26.9592 -7.1671 23.4730
H -27.2968 -5.7952 22.2580
H -26.1135 -10.2377 22.0814
H -26.4800 -10.2152 23.7594
H -28.1007 -11.9321 21.6281
H -26.7932 -12.5813 22.6053
H -28.0103 -11.9626 23.5294
H -30.7080 -8.0499 19.8533
H -31.1932 -6.6580 20.6899
H -28.6174 -6.9436 19.0833
H -30.0160 -6.0440 18.5503
H -29.2390 -5.3783 19.8122
C -28.0315 4.1459 14.4251
C -29.5215 4.4716 14.5722
O -29.9897 3.6047 15.5250
P -31.4103 2.8012 15.2220
O -31.6486 2.2683 13.8681
O -31.4635 1.6842 16.4153
C -30.7316 1.8499 17.5736
C -30.9119 0.6586 18.4903
O -32.6002 3.7896 15.7969
C -34.0024 3.5397 15.5669
C -34.4282 2.2688 16.2904
H -27.5773 3.7836 15.3474
H -28.0003 3.3729 13.6573
H -27.4815 4.9996 14.0290
H -29.7118 5.4624 14.9849
H -29.8938 4.4033 13.5501
H -29.6859 1.9707 17.2909
H -31.0518 2.8394 17.8997
H -30.4533 0.9294 19.4413
H -31.9047 0.3060 18.7696
H -30.3676 -0.1764 18.0492
H -34.5635 4.3989 15.9345
H -34.1391 3.4384 14.4903
H -35.5181 2.2548 16.2948
H -33.9948 1.3476 15.9009
H -34.1725 2.1820 17.3464
C -34.4224 -4.6137 10.9793
C -34.0806 -3.3901 10.1736
O -33.9372 -3.5949 8.7580
P -34.8104 -2.7603 7.6281
O -34.6755 -1.2951 7.6704
O -34.4093 -3.4831 6.1980
C -33.2174 -3.1369 5.5454
C -32.0902 -3.8716 6.2330
O -36.2880 -3.3275 7.8993
C -37.2807 -3.0881 6.8730
C -38.7139 -3.4351 7.3848
H -33.6519 -5.3691 10.8243
H -34.5630 -4.3328 12.0230
H -35.3319 -5.1044 10.6328
H -34.8401 -2.6227 10.3227
H -33.1917 -2.8974 10.5675
H -33.3950 -3.3398 4.4892
H -33.0733 -2.0574 5.5894
H -31.1753 -3.8351 5.6417
H -31.8815 -3.4962 7.2348
H -32.2244 -4.9473 6.3468
H -37.2808 -2.0079 6.7269
H -37.1306 -3.6104 5.9281
H -38.9867 -2.7380 8.1771
H -39.4628 -3.5316 6.5988
H -38.6496 -4.3674 7.9459
C -31.1475 -5.1045 13.1403
C -31.5617 -5.4895 14.5662
O -30.7951 -4.6798 15.4020
P -31.5174 -3.6233 16.4340
O -30.6637 -3.0954 17.6000
O -32.9597 -4.2352 16.8991
C -32.9658 -5.1647 17.9726
C -34.4421 -5.4225 18.1574
O -31.9872 -2.4231 15.4873
C -31.0615 -1.3882 15.1325
C -31.5772 -0.7286 13.8126
H -31.8670 -5.5840 12.4767
H -31.1912 -4.0236 13.0068
H -30.1600 -5.4564 12.8415
H -31.3118 -6.5368 14.7363
H -32.6411 -5.3435 14.6068
H -32.4034 -6.0608 17.7104
H -32.4857 -4.6928 18.8298
H -35.0003 -4.5516 18.5011
H -34.7893 -5.9401 17.2632
H -34.5039 -6.2036 18.9152
H -30.9437 -0.6293 15.9060
H -30.0909 -1.8598 14.9788
H -32.5017 -0.2280 14.1001
H -30.7949 -0.0794 13.4193
H -31.6846 -1.5383 13.0909
C -35.1383 -4.8984 27.3584
C -36.2585 -3.9384 27.0520
O -36.5433 -4.0605 25.6431
P -37.3462 -2.9393 24.8668
O -36.6691 -1.6132 24.7029
O -37.5721 -3.7166 23.4127
C -36.5673 -4.0589 22.4961
C -36.9794 -4.2955 21.0714
O -38.7864 -2.9751 25.5590
C -39.1753 -1.7968 26.2128
C -40.5355 -2.2098 26.8271
H -35.4915 -5.9251 27.2622
H -34.2820 -4.6223 26.7432
H -34.9057 -4.8920 28.4233
H -37.1702 -4.1258 27.6192
H -35.9669 -2.9061 27.2455
H -35.8431 -3.2457 22.4482
H -36.0952 -4.9590 22.8898
H -37.5042 -5.2491 21.1292
H -37.6810 -3.5730 20.6545
H -36.0692 -4.4352 20.4882
H -38.4658 -1.5555 27.0042
H -39.1851 -0.9223 25.5621
H -40.5262 -3.2035 27.2749
H -40.9409 -1.4354 27.4783
H -41.3372 -2.3077 26.0951
C -20.4553 -4.1896 17.6360
C -21.4686 -4.1849 18.7666
O -22.3259 -5.3517 18.7418
P -23.6902 -5.3900 17.7881
O -23.4499 -4.8988 16.4536
O -24.1669 -6.9283 17.8926
C -24.5113 -7.3648 19.1513
C -24.6701 -8.8618 19.0189
O -24.7671 -4.5686 18.6890
C -25.7625 -3.7280 18.0300
C -27.1443 -4.3546 18.2787
H -19.6553 -3.4570 17.7430
H -19.9477 -5.1515 17.5637
H -20.9727 -4.1889 16.6766
H -20.8715 -4.2710 19.6744
H -22.1279 -3.3170 18.7801
H -23.8175 -7.1217 19.9560
H -25.4815 -6.9400 19.4090
H -23.7008 -9.3414 18.8828
H -25.1051 -9.3061 19.9142
H -25.3287 -9.1388 18.1957
H -25.7587 -2.7120 18.4249
H -25.5633 -3.6142 16.9644
H -27.5909 -4.1436 19.2504
H -27.8457 -3.8313 17.6289
H -27.1239 -5.4380 18.1605
C -31.2534 -2.1332 21.5788
C -32.2982 -3.1824 21.4034
N -33.1422 -4.0184 21.3068
H -31.6908 -1.2957 22.1222
H -30.9785 -1.7190 20.6088
H -30.4141 -2.5864 22.1064
C -34.1002 1.2464 12.0598
C -34.1110 2.1860 10.9483
N -34.1565 2.9415 10.0745
H -33.1580 0.8743 12.4622
H -34.5702 0.3281 11.7079
H -34.6905 1.6305 12.8918
C -27.4474 0.1476 16.4541
C -27.3022 -0.7593 15.2908
N -27.2711 -1.5149 14.4080
H -27.3569 1.2138 16.2467
H -26.6253 -0.0309 17.1471
H -28.3687 -0.1729 16.9406
C -37.1983 -10.0972 20.0227
C -36.3765 -8.9082 20.1992
N -35.6973 -7.9881 20.3389
H -37.5746 -10.3409 21.0163
H -36.6002 -10.9697 19.7596
H -38.0473 -9.8654 19.3796
C -33.4134 -9.6099 18.5194
C -34.4158 -9.5213 17.4208
N -35.2311 -9.4487 16.5660
H -32.6536 -10.3510 18.2712
H -33.8859 -9.9751 19.4312
H -32.8674 -8.7053 18.7869
C -27.5250 -6.3502 14.5415
C -28.3188 -7.2956 13.7166
N -28.9673 -8.0023 13.0518
H -27.4923 -6.5499 15.6126
H -27.9483 -5.3622 14.3606
H -26.5001 -6.3133 14.1722
C -33.9135 -1.6347 18.8631
C -35.3384 -1.8025 18.7660
N -36.4976 -1.9380 18.6591
H -33.5691 -0.9829 18.0602
H -33.5040 -2.6350 18.7219
H -33.5937 -1.2286 19.8227
C -37.2110 -7.1371 17.0044
C -38.4833 -7.3518 17.8128
N -39.4348 -7.4641 18.4185
H -37.0629 -6.0758 16.8046
H -37.0925 -7.6030 16.0261
H -36.3685 -7.4744 17.6081
C -30.7999 -6.9616 9.5447
C -30.8155 -7.2915 8.1394
N -30.8043 -7.5563 7.0132
H -30.9015 -7.7714 10.2672
H -31.4594 -6.1004 9.6515
H -29.8073 -6.5385 9.6993
C -35.3615 -3.2789 15.4526
C -35.2566 -2.4448 14.1951
N -35.1589 -1.8023 13.2109
H -36.3687 -3.4665 15.8247
H -34.7271 -2.8064 16.2024
H -34.9904 -4.2859 15.2622
C -32.0296 -9.9458 13.1879
C -32.6226 -11.1896 13.6783
N -33.1424 -12.1131 14.0721
H -32.3630 -9.6308 12.1991
H -30.9577 -10.1256 13.1060
H -32.3286 -9.1831 13.9070
C -28.2686 -2.9417 11.8201
C -29.3625 -3.2759 10.9487
N -30.2683 -3.4882 10.3050
H -28.4598 -3.2928 12.8341
H -28.1948 -1.8564 11.8900
H -27.2877 -3.2808 11.4869
```

Atomic partial charges in e from the Mulliken method, atoms 1 to 8: C -1.282; C 0.058; O -0.276; P 0.873; O -0.753; O -0.378; C 0.693; C -1.083

---

Formula: C66H143N7O9
Source: OMol25
Level of theory: wB97M-V/def2-TZVPD

**ΔE to the lowest compared entry with this formula, charge and spin**: 1087.3 kJ/mol
**E_LUMO**: -6.9 eV
**Total charge**: +4
**Energy**: -99573.7055 eV
**HOMO energy**: -7.7159 eV

```
225
C66H143N7O9 wB97M-V/def2-TZVPD
C -1.6666 1.3576 -0.5774
C -0.2698 1.2617 -1.3619
C -0.4819 0.6066 -2.7688
N 0.7192 0.5171 -3.6833
C 1.0964 1.9761 -4.1523
C 1.9796 2.0115 -5.3760
C 1.5808 1.0538 -6.5382
C 1.2763 -0.4058 -6.0367
C 0.2543 -0.3172 -4.8398
C 1.9359 -0.1705 -3.0329
H -2.2286 2.2240 -0.9264
H -1.5139 1.5056 0.4917
H -2.2149 0.4234 -0.6981
H 0.3181 0.5605 -0.7697
H 0.2060 2.2331 -1.2275
H -1.2696 1.1023 -3.3362
H -0.8436 -0.4046 -2.5823
H 0.1883 2.4694 -4.4989
H 1.4850 2.5220 -3.2926
H 1.9571 3.0137 -5.8041
H 3.0508 2.0018 -5.1743
H 0.7385 1.5078 -7.0602
H 2.3778 1.1854 -7.2702
H 0.7716 -0.9585 -6.8291
H 2.2401 -0.8343 -5.7619
H -0.7273 0.0717 -5.1107
H 0.1306 -1.3427 -4.4920
H 1.6486 -0.9513 -2.3288
H 2.4613 0.6302 -2.5123
H 2.4889 -0.7162 -3.7974
C 2.4583 -6.1734 -6.4439
C 2.1027 -7.0363 -5.1988
C 3.3205 -7.9678 -4.8205
N 3.1127 -9.0434 -3.6332
C 4.4503 -9.8320 -3.3646
C 5.4891 -9.1360 -2.6244
C 5.0507 -8.5845 -1.3112
C 3.7714 -7.6713 -1.5502
C 2.6866 -8.3832 -2.2919
C 2.0227 -9.9594 -4.1239
H 3.1318 -6.6618 -7.1481
H 2.9979 -5.3510 -5.9743
H 1.5612 -5.8238 -6.9548
H 1.1569 -7.5628 -5.3267
H 1.9524 -6.2550 -4.4537
H 4.0897 -7.2573 -4.5175
H 3.5185 -8.4991 -5.7514
H 4.8438 -9.9903 -4.3687
H 4.1322 -10.7396 -2.8516
H 6.0531 -8.3728 -3.1606
H 6.2787 -9.8746 -2.4862
H 5.9283 -8.0294 -0.9798
H 4.7749 -9.4078 -0.6523
H 4.0950 -6.8215 -2.1512
H 3.5392 -7.1976 -0.5964
H 1.9241 -7.6219 -2.4567
H 2.2703 -9.1540 -1.6433
H 2.2657 -10.3321 -5.1190
H 1.0743 -9.4226 -4.1456
H 1.9142 -10.8246 -3.4699
C 2.5765 0.3878 3.5789
C 4.0092 0.5415 3.0722
C 4.8685 -0.7027 3.3341
N 6.4057 -0.5470 2.9346
C 7.1686 -1.8838 3.3821
C 6.6609 -3.0538 2.5817
C 6.9934 -2.7720 1.0822
C 6.3874 -1.4823 0.6309
C 6.5414 -0.2915 1.4712
C 7.0431 0.4913 3.9220
H 2.0742 1.3497 3.4771
H 2.5761 0.2846 4.6640
H 1.9539 -0.3054 3.0132
H 4.3237 1.3603 3.7194
H 3.9536 0.8387 2.0250
H 4.4320 -1.6062 2.9085
H 4.8249 -0.8984 4.4055
H 6.9935 -2.0547 4.4443
H 8.2333 -1.7849 3.1706
H 5.5947 -3.2758 2.6250
H 7.0756 -4.0137 2.8893
H 6.7929 -3.6482 0.4656
H 8.0808 -2.6973 1.0768
H 5.3254 -1.7262 0.6026
H 6.6518 -1.4018 -0.4235
H 5.9703 0.6273 1.3380
H 7.5765 -0.0117 1.2755
H 6.7859 1.4951 3.5840
H 8.1274 0.5363 3.8197
H 6.6382 0.2926 4.9143
C 11.4343 0.6801 -6.4574
C 11.1683 1.7344 -5.3225
C 10.1193 2.7274 -5.8048
N 9.2410 3.4115 -4.7124
C 8.2212 4.3870 -5.4182
C 7.5352 5.3795 -4.4894
C 8.4874 6.1777 -3.6375
C 9.4967 5.2539 -2.8801
C 10.1719 4.1875 -3.7491
C 8.5323 2.3947 -3.8945
H 12.3117 0.1070 -6.1576
H 11.6131 1.1295 -7.4343
H 10.6589 -0.0831 -6.3926
H 12.0396 2.2771 -4.9559
H 10.8336 1.1833 -4.4437
H 9.3635 2.3307 -6.4827
H 10.6566 3.5016 -6.3526
H 8.8935 4.9476 -6.0676
H 7.5838 3.8981 -6.1549
H 6.9239 6.1619 -4.9392
H 6.9112 4.8233 -3.7898
H 9.0197 6.8977 -4.2591
H 7.9510 6.7772 -2.9020
H 10.1915 5.8740 -2.3136
H 8.8983 4.7756 -2.1047
H 10.9238 4.5771 -4.4354
H 10.7848 3.4993 -3.1670
H 9.2310 1.8181 -3.2883
H 7.8333 1.8375 -4.5183
H 7.9734 2.7632 -3.0343
C -2.8930 -1.2357 6.5273
C -2.1525 -2.5540 6.7969
C -1.6801 -2.6119 8.2786
N -1.1473 -4.0556 8.7059
C -2.2916 -5.0647 8.8967
C -3.3374 -4.5705 9.9417
C -2.6978 -4.3211 11.2787
C -1.5555 -3.3853 11.2066
C -0.5323 -3.8949 10.0908
C -0.1067 -4.6293 7.7327
H -3.6060 -1.0675 7.3344
H -3.4335 -1.3137 5.5840
H -2.1319 -0.4688 6.3837
H -1.3069 -2.7666 6.1428
H -2.9101 -3.2757 6.4914
H -2.4565 -2.1316 8.8741
H -0.8275 -1.9336 8.2452
H -2.7603 -5.0591 7.9126
H -1.7911 -5.9805 9.2111
H -3.9454 -3.7241 9.6224
H -4.0832 -5.3552 10.0680
H -3.3915 -4.0117 12.0605
H -2.2663 -5.2674 11.6050
H -2.0412 -2.4177 11.0801
H -0.9790 -3.3160 12.1291
H 0.3849 -3.3461 9.8767
H -0.1237 -4.8684 10.3617
H 0.1358 -5.6383 8.0663
H 0.6942 -3.8911 7.7758
H -0.5727 -4.7292 6.7525
C -3.7410 6.7967 1.2636
C -5.2075 7.0421 1.5241
C -5.4092 7.2983 3.0567
N -6.8204 7.2076 3.6441
C -7.3825 5.8177 3.3607
C -6.7194 4.7795 4.3093
C -6.8003 5.2964 5.7460
C -6.1892 6.6291 5.9743
C -6.8174 7.7607 5.0930
C -7.7622 8.1097 2.8792
H -3.2960 6.3646 2.1599
H -3.2742 7.7341 0.9611
H -3.7071 5.9844 0.5376
H -5.8452 6.2660 1.1009
H -5.6406 7.8207 0.8962
H -5.1600 8.3294 3.3073
H -4.7527 6.6615 3.6497
H -7.4325 5.5368 2.3087
H -8.3761 5.9596 3.7857
H -5.6796 4.5728 4.0555
H -7.3313 3.8786 4.2629
H -6.4485 4.6960 6.5849
H -7.8702 5.2973 5.9544
H -5.1338 6.7912 5.7556
H -6.4700 6.8619 7.0014
H -6.4583 8.7684 5.3017
H -7.8437 7.6729 5.4496
H -7.4321 9.1121 3.1519
H -8.8153 7.8770 3.0370
H -7.6143 8.0300 1.8023
C -8.8904 0.0154 -1.3530
C -10.4069 -0.2353 -1.5503
C -11.2255 0.0469 -0.3076
N -12.7237 -0.3582 -0.3325
C -13.0348 -1.8045 -0.7171
C -12.5099 -2.7468 0.4224
C -13.1431 -2.2680 1.7802
C -12.7252 -0.8172 2.1396
C -13.3605 0.0818 1.0531
C -13.4673 0.5533 -1.3459
H -8.4154 -0.6851 -0.6662
H -8.5660 1.0115 -1.0519
H -8.2880 -0.0758 -2.2568
H -10.5801 -1.2650 -1.8630
H -10.7795 0.3481 -2.3923
H -11.2782 1.1130 -0.0866
H -10.7610 -0.4472 0.5457
H -12.5542 -2.1360 -1.6376
H -14.1161 -1.8846 -0.8283
H -11.4272 -2.8398 0.5077
H -12.9503 -3.7182 0.1974
H -12.7162 -2.9617 2.5045
H -14.1997 -2.5228 1.6979
H -11.6633 -0.6591 2.3279
H -13.3092 -0.7173 3.0545
H -13.2420 1.1471 1.2514
H -14.4203 -0.1713 1.0794
H -14.5472 0.6591 -1.2418
H -13.2449 0.1582 -2.3371
H -13.1531 1.5920 -1.4488
O 5.8818 4.8089 0.8102
C 4.6892 5.4026 0.5128
O 3.8921 5.0395 -0.3314
O 4.5257 6.3909 1.2904
H 5.7293 5.3705 1.5737
O -0.5061 2.8811 -13.3886
C 0.2389 1.8516 -13.4438
O 0.2480 1.3459 -14.5892
O 0.9229 1.4228 -12.4752
H -0.6621 2.8803 -14.3358
O 0.2156 6.6270 -4.1549
C 0.3817 7.2142 -5.3936
O 1.5670 7.4743 -5.6292
O -0.6322 7.5013 -6.1292
H 1.1441 6.6818 -3.9171
```

Atomic partial charges in e from the Mulliken method, atoms 1 to 8: C -1.359; C -0.286; C -0.895; N 0.417; C -0.709; C -0.838; C -0.748; C -0.603